(1)
Below is a gas-phase ion, C5H12NO (charge -1) at a distorted geometry, with properties calculated with ωB97M-V/def2-TZVPD.

Results
DFT total energy in a.u.: -327.6670
Charge: -1
Lowest unoccupied orbital energy in eV: 4.183
HOMO in eV: -2.29
Kohn-Sham gap in eV: 6.469
Structure (SMILES): C[C@@H](N)CCC[O-]

Each line ends with the natural charge from an NBO analysis.
Atoms and positions in Å:
C -0.782356 -0.825036 0.973182  -0.646
C -0.526771 0.683853 0.768403  -0.048
C 0.826797 0.964279 0.241426  -0.401
C 1.171899 0.337784 -1.098639  -0.448
C 0.720821 -1.133030 -1.468668  0.010
O -0.554957 -1.331160 -1.632885  -0.947
N -0.714047 1.419495 2.024803  -0.851
H -1.250328 -1.291351 0.118304  0.298
H -1.335324 -0.984492 1.915009  0.161
H 0.154138 -1.329500 1.120929  0.191
H -1.216487 0.984543 -0.049663  0.162
H 1.511550 0.764613 1.070881  0.184
H 0.832466 2.042548 0.110033  0.168
H 0.767735 0.939529 -1.923814  0.178
H 2.245549 0.240782 -1.182118  0.173
H 1.165722 -1.753334 -0.669338  0.059
H 1.302013 -1.271098 -2.409680  0.070
H -1.659506 1.300685 2.363263  0.347
H -0.504593 2.397492 1.883135  0.340

Forces on the atoms, in the same order (eV/Å):
C -0.4 0.6 1.6
C -1.6 -1.2 -0.7
C 0.4 0.4 0.1
C -0.2 -0.8 -0.4
C 0.6 1.1 0.1
O -1.7 -0.3 -0.8
N 0.2 -0.3 0.0
H -0.1 0.1 -0.2
H -0.1 0.1 -0.2
H 0.6 -0.3 0.1
H -0.1 0.1 0.5
H 0.4 -0.3 -0.2
H 0.4 0.6 0.0
H 0.2 0.1 0.2
H 0.6 0.5 -0.2
H 0.6 -0.6 0.2
H 0.5 -0.4 -0.1
H 0.0 0.2 0.0
H -0.2 0.2 0.0

(2)
Below is 2 unconnected molecules or ions with the total composition C2H2O2 at a distorted geometry, with properties calculated with ωB97M-V/def2-TZVPD.

Results
DFT total energy in a.u.: -227.7143
Lowest unoccupied orbital energy (alpha / beta) in eV: -0.186 / 0.555
HOMO (alpha / beta) in eV: -7.71 / -8.67
Kohn-Sham gap (alpha / beta) in eV: 7.529 / 9.225

Each line ends with the natural charge from an NBO analysis.
Atoms and positions in Å:
C -1.049429 -0.326551 0.760364  0.294
C 1.273826 0.147568 -0.626979  0.378
O -1.958912 -1.015804 1.229253  -0.492
O 2.219284 0.617742 -0.206659  -0.431
H -1.289649 0.690226 0.367560  0.111
H 0.804881 -0.113181 -1.523540  0.139

Forces on the atoms, in the same order (eV/Å):
C -3.5 -2.0 1.3
C -2.8 -1.6 2.2
O 3.7 2.2 -1.7
O 2.9 1.5 0.4
H 0.0 0.0 0.1
H -0.3 -0.1 -2.4

(3)
Below is a molecular structure, H15Na2O8 at a distorted geometry, with properties calculated with ωB97M-V/def2-TZVPD.

Results
DFT total energy in a.u.: -935.5306
2S+1: 2
Lowest unoccupied orbital energy (alpha / beta) in eV: -0.223 / -0.362
<S²>: 0.7505
HOMO (alpha / beta) in eV: -4.34 / -10.81
Kohn-Sham gap (alpha / beta) in eV: 4.112 / 10.448

Each line ends with the Mulliken spin population.
Atoms and positions in Å:
Na -0.759943 2.134475 -0.187457  0.299
Na -2.239381 -0.627534 -1.700121  0.371
O -0.153199 -0.197886 -0.564177  0.203
H -0.634237 -0.047050 0.272715  -0.020
O 2.388085 0.504515 -1.120258  -0.011
H 2.851773 -0.139441 -1.655547  -0.001
H 1.544802 0.094365 -0.928190  -0.013
O -3.010873 0.985413 0.847122  -0.033
H -3.228873 1.274853 -0.038838  0.208
H -3.356503 1.673158 1.416137  0.012
O 1.247598 1.696187 1.379249  0.022
H 1.689442 1.455854 2.193650  -0.002
H 1.818036 1.359381 0.688305  0.002
O 0.751613 -2.050148 1.260355  -0.015
H 1.480965 -1.558189 1.637544  -0.001
H 0.452103 -1.511511 0.527968  -0.023
O 0.283525 1.960115 -2.511792  -0.011
H 0.492495 1.761186 -3.424478  -0.004
H 0.238150 1.104985 -2.084096  0.007
O -0.894781 -0.947749 3.342946  0.004
H -0.789994 -1.208716 2.427984  0.005
H -0.011837 -0.712416 3.628007  -0.001
O -0.005395 -2.249742 -2.180620  -0.010
H -0.113786 -3.113751 -1.783150  0.004
H -0.039787 -1.640356 -1.443258  0.007

Forces on the atoms, in the same order (eV/Å):
Na 0.3 0.0 0.0
Na 0.2 0.0 -0.1
O -1.0 0.5 0.3
H 0.3 -0.3 -0.4
O 0.9 0.4 0.1
H 0.3 -0.1 -0.1
H -1.0 -0.4 0.3
O 1.0 -0.5 0.5
H -0.6 0.3 -1.2
H -0.3 0.3 0.5
O -0.5 0.3 0.1
H 0.0 0.1 0.3
H 0.5 -0.2 -0.6
O 0.1 -0.8 0.6
H 0.3 0.0 0.0
H 0.0 0.6 -0.8
O -0.4 0.6 0.1
H 0.1 0.1 -0.2
H 0.1 -0.7 0.3
O -0.5 0.4 0.5
H 0.3 -0.4 -0.2
H 0.1 -0.1 0.0
O -0.4 -0.6 -1.0
H 0.1 -0.4 0.0
H 0.2 0.9 0.8

(4)
Below is a molecular structure, C18H42O5OsSi2Te at a distorted geometry, with properties calculated with ωB97M-V/def2-TZVPD.

Results
DFT total energy in a.u.: -2023.2400
Charge: +4
Lowest unoccupied orbital energy (alpha / beta) in eV: -15.880 / -15.883
HOMO (alpha / beta) in eV: -20.61 / -20.61
Kohn-Sham gap (alpha / beta) in eV: 4.730 / 4.728

Each line ends with the natural charge from an NBO analysis.
Atoms and positions in Å:
Os -0.145073 -0.101880 0.182865  1.157
C -2.857456 -0.218212 -1.160946  -0.109
C -3.017274 -0.844670 0.204683  -0.107
O -2.053794 -0.203507 1.104957  -0.542
C -2.530029 1.129533 1.557508  -0.108
C -1.327525 1.987774 1.874317  -0.093
O -0.461379 1.837722 0.698600  -0.542
C 0.837745 2.547769 0.693648  -0.108
C 1.584420 2.081554 -0.536985  -0.105
O 1.662332 0.601914 -0.444265  -0.546
C 2.276475 -0.138595 -1.551240  -0.102
C 2.024172 -1.591601 -1.210261  -0.100
O 0.609498 -1.808926 -0.834750  -0.544
C -0.305110 -2.259618 -1.892564  -0.109
C -0.901016 -1.036451 -2.549175  -0.103
O -1.396374 -0.160089 -1.458913  -0.548
H -3.206706 0.810553 -1.228560  0.244
H -3.338668 -0.800346 -1.944163  0.261
H -2.767309 -1.904189 0.221661  0.226
H -4.024584 -0.706451 0.599310  0.266
H -3.167841 0.971731 2.426288  0.263
H -3.110370 1.577652 0.751714  0.229
H -0.757219 1.656600 2.745029  0.209
H -1.608865 3.036452 1.976401  0.273
H 1.359889 2.296482 1.619302  0.228
H 0.637535 3.618842 0.649148  0.275
H 2.602806 2.471451 -0.537924  0.273
H 1.076225 2.331004 -1.470521  0.235
H 3.344023 0.083153 -1.577161  0.270
H 1.809105 0.196668 -2.477984  0.219
H 2.591108 -1.888462 -0.329423  0.225
H 2.272692 -2.254941 -2.037617  0.264
H -1.049071 -2.871368 -1.382776  0.231
H 0.243826 -2.885010 -2.596290  0.260
H -1.737309 -1.258736 -3.209060  0.265
H -0.177895 -0.443876 -3.105518  0.231
C 3.300817 -1.227468 4.980468  -1.158
Si 1.753565 -0.233806 5.242413  1.677
C 1.752578 1.339217 4.218012  -1.138
C 1.235752 0.001533 6.998854  -1.122
C 0.234924 -1.271570 4.458702  -1.066
Te 0.537362 -1.816947 2.475805  1.348
C 1.539005 -3.645923 2.579273  -1.075
Si 0.293020 -5.198441 2.553465  1.656
C 1.436163 -6.648852 2.591140  -1.132
C -0.632883 -4.959218 0.940339  -1.136
C -0.828114 -5.008017 4.021742  -1.149
H 4.154927 -0.658271 5.357206  0.306
H 3.529668 -1.469869 3.940030  0.231
H 3.273207 -2.155764 5.557932  0.274
H 2.620908 1.955887 4.459151  0.299
H 0.864012 1.939181 4.435372  0.250
H 1.805734 1.127334 3.143659  0.192
H 1.987413 0.617071 7.503161  0.307
H 1.184017 -0.943317 7.542635  0.284
H 0.277675 0.512244 7.103127  0.275
H -0.673962 -0.670995 4.514910  0.279
H 0.091651 -2.210501 5.000273  0.288
H 2.099735 -3.585251 3.515756  0.301
H 2.223484 -3.702714 1.731950  0.279
H 2.119858 -6.672947 1.741129  0.270
H 0.835341 -7.562602 2.546673  0.298
H 2.023734 -6.700069 3.508766  0.281
H 0.055151 -4.864394 0.095269  0.240
H -1.303952 -4.092093 0.971104  0.202
H -1.261913 -5.829632 0.739501  0.301
H -0.287064 -5.152554 4.959879  0.277
H -1.600455 -5.780878 3.985579  0.302
H -1.354993 -4.050841 4.067704  0.221

Forces on the atoms, in the same order (eV/Å):
Os -0.1 -2.5 1.8
C 0.4 0.0 -0.1
C 0.0 0.2 0.0
O -0.3 0.1 -0.1
C 0.1 0.0 0.0
C 0.1 -0.1 -0.3
O -0.1 0.5 0.1
C -0.2 -0.1 0.0
C 0.1 -0.2 0.0
O 0.2 0.0 -0.2
C -0.1 0.2 0.1
C -0.1 0.0 0.0
O 0.0 -0.1 -0.2
C 0.1 0.1 -0.1
C -0.1 0.1 0.4
O -0.2 0.3 -0.5
H 0.0 0.0 0.0
H -0.1 0.0 0.0
H 0.0 0.0 0.0
H 0.0 0.0 0.0
H 0.0 0.0 0.0
H 0.0 0.0 0.1
H -0.1 0.0 0.0
H 0.0 0.0 0.0
H 0.0 0.1 -0.1
H 0.0 0.0 0.0
H 0.0 0.0 0.0
H 0.0 0.1 0.0
H 0.0 0.0 0.0
H 0.1 -0.1 0.0
H 0.0 0.0 0.0
H 0.0 0.0 0.0
H 0.0 0.0 0.0
H 0.0 0.0 0.0
H 0.0 -0.1 0.0
H 0.0 0.0 0.0
C -0.2 -0.1 0.1
Si 0.8 0.5 -0.2
C -0.1 -0.1 0.1
C -0.3 -0.2 0.0
C -0.9 -0.9 -0.3
Te 1.4 1.9 -0.7
C -0.3 0.2 -0.2
Si -0.1 -0.4 0.0
C -0.1 0.0 -0.1
C 0.2 0.0 0.0
C 0.1 0.0 0.0
H 0.0 0.0 0.0
H 0.0 0.0 -0.1
H 0.0 0.0 0.0
H 0.0 0.0 0.1
H 0.0 0.0 0.0
H 0.0 -0.1 0.1
H 0.1 0.0 -0.1
H 0.0 0.0 0.0
H 0.0 0.0 0.0
H 0.0 0.1 0.1
H 0.0 0.1 0.2
H -0.1 0.0 0.2
H -0.1 0.1 -0.1
H 0.0 0.0 0.0
H 0.0 0.0 0.0
H 0.0 0.0 0.0
H 0.0 0.0 0.0
H 0.0 0.1 0.0
H 0.0 0.0 0.0
H 0.0 0.0 0.0
H 0.0 0.0 0.0
H 0.0 0.0 0.0

Copy entry 3 word for word.
Below is a molecular structure, H15Na2O8 at a distorted geometry, with properties calculated with ωB97M-V/def2-TZVPD.

Results
DFT total energy in a.u.: -935.5306
2S+1: 2
Lowest unoccupied orbital energy (alpha / beta) in eV: -0.223 / -0.362
<S²>: 0.7505
HOMO (alpha / beta) in eV: -4.34 / -10.81
Kohn-Sham gap (alpha / beta) in eV: 4.112 / 10.448

Each line ends with the Mulliken spin population.
Atoms and positions in Å:
Na -0.759943 2.134475 -0.187457  0.299
Na -2.239381 -0.627534 -1.700121  0.371
O -0.153199 -0.197886 -0.564177  0.203
H -0.634237 -0.047050 0.272715  -0.020
O 2.388085 0.504515 -1.120258  -0.011
H 2.851773 -0.139441 -1.655547  -0.001
H 1.544802 0.094365 -0.928190  -0.013
O -3.010873 0.985413 0.847122  -0.033
H -3.228873 1.274853 -0.038838  0.208
H -3.356503 1.673158 1.416137  0.012
O 1.247598 1.696187 1.379249  0.022
H 1.689442 1.455854 2.193650  -0.002
H 1.818036 1.359381 0.688305  0.002
O 0.751613 -2.050148 1.260355  -0.015
H 1.480965 -1.558189 1.637544  -0.001
H 0.452103 -1.511511 0.527968  -0.023
O 0.283525 1.960115 -2.511792  -0.011
H 0.492495 1.761186 -3.424478  -0.004
H 0.238150 1.104985 -2.084096  0.007
O -0.894781 -0.947749 3.342946  0.004
H -0.789994 -1.208716 2.427984  0.005
H -0.011837 -0.712416 3.628007  -0.001
O -0.005395 -2.249742 -2.180620  -0.010
H -0.113786 -3.113751 -1.783150  0.004
H -0.039787 -1.640356 -1.443258  0.007

Forces on the atoms, in the same order (eV/Å):
Na 0.3 0.0 0.0
Na 0.2 0.0 -0.1
O -1.0 0.5 0.3
H 0.3 -0.3 -0.4
O 0.9 0.4 0.1
H 0.3 -0.1 -0.1
H -1.0 -0.4 0.3
O 1.0 -0.5 0.5
H -0.6 0.3 -1.2
H -0.3 0.3 0.5
O -0.5 0.3 0.1
H 0.0 0.1 0.3
H 0.5 -0.2 -0.6
O 0.1 -0.8 0.6
H 0.3 0.0 0.0
H 0.0 0.6 -0.8
O -0.4 0.6 0.1
H 0.1 0.1 -0.2
H 0.1 -0.7 0.3
O -0.5 0.4 0.5
H 0.3 -0.4 -0.2
H 0.1 -0.1 0.0
O -0.4 -0.6 -1.0
H 0.1 -0.4 0.0
H 0.2 0.9 0.8

Q: DFT total energy of number 4 (C18H42O5OsSi2Te)?
A: -2023.2400 a.u.

Q: Which value of DFT total energy does entry 1 give?
A: -327.6670 a.u.